Entry 1:
# C37H35CaN8O2SbSe4

A structure of composition C37H35CaN8O2SbSe4 at a distorted geometry (ωB97M-V/def2-TZVPD, the Open Molecules 2025 dataset).

Structure (XYZ):
```
88
Properties=species:S:1:pos:R:3:forces:R:3
Ca -0.122344 -0.196864 -0.703826 -2.638 0.844 -0.975
O 5.382916 -0.343752 -0.606703 0.194 0.022 0.205
C 5.037118 -1.139682 0.417622 0.010 -0.103 -0.094
C 6.054172 -1.763694 1.141405 0.047 -0.053 0.024
C 5.754295 -2.607611 2.190615 0.109 0.067 -0.177
C 4.434159 -2.853299 2.543836 -0.101 -0.117 0.204
C 3.420844 -2.233821 1.846717 -0.009 0.073 -0.008
C 3.699091 -1.379429 0.778431 0.106 0.060 0.126
C 2.564111 -0.707416 0.122394 0.517 0.317 -0.427
O 1.411810 -0.844098 0.563876 0.924 -0.690 1.305
N 2.877683 0.086734 -0.923202 1.344 -0.387 0.333
N 1.833440 0.685045 -1.468100 0.314 1.368 -0.775
C 2.050147 1.678596 -2.254851 0.947 -0.786 0.534
C 0.967024 2.440933 -2.787611 -0.868 0.982 -0.669
C 1.232428 3.676095 -3.413196 0.075 -0.540 0.164
C 0.187500 4.467955 -3.822680 -0.368 -0.051 -0.003
C -1.113346 4.012939 -3.625723 0.256 0.078 -0.079
C -1.278557 2.768443 -3.036459 -0.470 0.220 -0.183
N -0.290026 1.998843 -2.629389 0.533 -0.396 0.213
H 4.533765 0.072575 -0.928776 -0.070 -0.098 -0.141
H 7.078093 -1.548891 0.872235 0.053 0.037 -0.024
H 6.559262 -3.071950 2.744344 0.042 0.007 0.051
H 4.199638 -3.502369 3.376047 0.000 -0.031 0.038
H 2.385619 -2.385308 2.123967 -0.039 0.023 -0.049
H 3.069070 2.024401 -2.446902 -0.055 -0.114 0.036
H 2.254998 3.997216 -3.544279 0.109 0.013 0.053
H 0.373420 5.430200 -4.281343 0.005 0.038 -0.008
H -1.963980 4.609406 -3.926010 -0.050 -0.061 0.040
H -2.276591 2.370524 -2.885518 -0.022 0.016 0.031
C -3.792387 -1.976282 -0.630756 0.121 -0.017 0.026
N -3.203255 -0.865258 -1.344356 -0.173 0.076 -0.172
C -3.364453 -1.015326 -2.773105 -0.082 -0.062 0.001
C -3.766414 0.390946 -0.875198 0.081 0.074 0.077
C -3.170785 0.822821 0.441079 -0.394 0.343 0.687
C -4.004304 1.163825 1.500810 -0.240 -0.159 -0.280
C -3.470191 1.611065 2.698427 -0.030 0.136 0.251
C -2.099841 1.744699 2.828742 0.183 0.066 0.267
C -1.273725 1.416154 1.759500 -0.620 0.047 0.332
C -1.787176 0.939503 0.559771 0.130 0.329 -0.587
H -4.869095 -2.097148 -0.861804 0.022 0.066 0.030
H -3.674234 -1.809555 0.439280 -0.043 -0.068 0.063
H -3.280204 -2.898306 -0.899301 0.046 -0.100 -0.007
H -4.428974 -1.004475 -3.082250 0.016 0.016 0.019
H -2.921013 -1.955031 -3.098982 0.062 -0.031 -0.022
H -2.844600 -0.201803 -3.277619 0.038 0.011 -0.105
H -4.873561 0.331965 -0.803038 0.106 0.020 -0.085
H -3.522080 1.160499 -1.612815 -0.068 -0.050 -0.070
H -5.081130 1.081810 1.386765 -0.120 -0.029 0.059
H -4.123059 1.864754 3.523943 -0.046 0.004 0.060
H -1.666309 2.093708 3.756164 -0.010 0.089 0.164
H -0.201979 1.559933 1.862942 0.149 -0.015 0.161
C -1.570868 -2.962316 4.412367 0.006 0.038 0.102
C -1.973606 -3.911133 3.485319 -0.019 -0.068 0.107
C -1.705108 -3.722261 2.145394 0.014 0.155 -0.283
C -1.046557 -2.563926 1.713232 -0.430 -0.718 1.596
C -0.660069 -1.607727 2.654464 0.097 -0.196 -0.472
C -0.908982 -1.817887 3.994495 -0.072 -0.124 0.182
N -0.815394 -2.330712 0.372222 0.707 -0.385 -2.091
N -0.555389 -3.347860 -0.321460 -0.797 -0.041 2.173
C -0.345992 -3.187456 -1.675182 0.437 0.075 -1.978
C -0.313633 -4.392725 -2.397537 -0.121 0.029 0.477
C -0.046536 -4.381253 -3.747916 -0.038 -0.164 -0.214
C 0.184542 -3.167647 -4.383252 -0.011 0.168 -0.167
C 0.117458 -1.979336 -3.665390 0.032 -0.419 -0.250
C -0.123983 -1.946929 -2.298445 -0.158 -0.133 0.211
H -1.768294 -3.116059 5.463006 -0.032 -0.011 0.128
H -2.494573 -4.802871 3.813391 -0.011 -0.013 -0.013
H -2.014714 -4.449696 1.407676 0.012 -0.002 -0.042
H -0.118400 -0.740464 2.319342 0.035 0.064 0.074
H -0.565598 -1.095380 4.719051 0.003 0.107 0.022
H -0.512823 -5.318852 -1.873247 0.054 -0.121 0.039
H -0.021515 -5.306594 -4.311838 0.027 -0.022 0.019
H 0.420759 -3.155631 -5.441411 -0.019 -0.010 -0.105
H 0.265178 -1.043458 -4.197662 0.104 0.052 -0.095
N -0.660892 3.876072 0.123727 -0.206 0.501 0.012
C -1.003463 5.177453 0.051270 -0.007 -0.080 0.040
C 0.162036 5.879799 -0.148631 -0.055 0.126 -0.015
C 1.161545 4.896171 -0.173761 -0.152 0.264 -0.007
N 0.646134 3.697545 -0.008164 0.298 -0.644 0.075
H -1.236436 3.069626 0.357042 -0.021 -0.071 -0.168
H -2.021624 5.502025 0.152831 -0.136 -0.001 0.031
H 0.286108 6.940198 -0.243802 -0.045 0.188 -0.021
H 2.218223 5.020542 -0.293537 0.304 -0.031 -0.022
Se 2.480047 -0.414072 5.066696 -0.179 -0.066 0.027
Sb 3.638201 1.611088 4.188405 1.726 1.263 0.859
Se 3.134117 3.528065 5.728420 -0.264 -0.964 -0.675
Se 6.116240 1.270563 4.166959 -1.137 -0.128 -0.263
Se 2.756871 2.192882 1.910804 0.033 -0.103 0.092
```
Forces are in eV/Å.

The highest occupied orbital energy (spin up / spin down) is -2.376 / -2.377 eV. For the max |F|, the calculation gives 2.9 eV/Å. For the energy, the calculation gives -341315.00340 eV. The calculation puts the HOMO-LUMO gap (spin up / spin down) at 4.85 / 5.04 eV. The charge is -2.

Entry 2:
# C23H44NP3SSm

A structure of composition C23H44NP3SSm at a distorted geometry (ωB97M-V/def2-TZVPD, the Open Molecules 2025 dataset).

Structure (XYZ):
```
73
Properties=species:S:1:pos:R:3:forces:R:3
Sm -0.435073 0.114978 -0.430994 -0.170 -1.297 -0.755
P -2.587083 1.992013 -0.715656 -1.419 0.841 -0.250
P -0.048162 1.946280 1.877146 0.452 1.276 1.256
P -1.684369 -1.025894 2.541411 -0.453 -2.278 0.502
H 2.175251 -6.234540 -2.536609 -0.540 0.172 0.320
C 1.164054 -6.560595 -2.253633 -0.255 0.001 -0.054
C 0.058463 -6.086426 -2.848386 0.370 -1.020 0.719
H 0.076299 -5.226969 -3.499131 0.074 -0.168 -0.463
C -2.629132 2.973249 -2.265216 0.277 -0.211 -0.075
C -3.225177 3.266335 0.446330 0.275 -0.148 0.107
C -4.114306 0.987384 -0.930391 0.330 -0.163 -0.124
C 1.454418 1.456008 2.810404 -0.104 -0.151 -0.200
C 0.497363 3.617612 1.324249 0.049 -0.177 -0.420
C -1.093027 2.546302 3.277311 -0.340 -0.170 -0.005
C -2.381577 -2.694303 2.374242 0.503 0.365 -0.049
C -3.192311 -0.025022 2.733632 -0.288 0.924 -0.398
C -0.702589 -1.028835 4.053667 0.357 0.214 0.009
H 1.118344 -7.329879 -1.459286 -0.032 0.222 -0.862
H -0.895772 -6.618422 -2.713247 0.340 0.639 0.190
H -2.237642 2.375121 -3.099874 -0.116 0.327 0.091
H -2.046478 3.897531 -2.143713 -0.127 -0.283 -0.158
H -3.681121 3.224318 -2.461672 0.356 0.038 -0.023
H -2.495074 4.072457 0.574485 -0.224 -0.101 0.025
H -3.476244 2.839275 1.423250 0.002 0.104 -0.244
H -4.136430 3.675795 -0.002345 0.131 -0.008 0.099
H -3.900226 0.089130 -1.524426 -0.235 0.128 0.121
H -4.824272 1.618981 -1.475336 -0.055 -0.267 0.174
H -4.536750 0.706582 0.040333 -0.007 0.018 -0.305
H 1.600887 2.164787 3.636973 0.087 -0.235 -0.208
H 2.308830 1.505554 2.123518 -0.042 -0.136 0.292
H 1.338613 0.439665 3.206918 0.313 0.325 -0.064
H 0.766086 4.210908 2.210918 -0.071 -0.208 -0.309
H -0.306057 4.127052 0.776706 0.289 -0.041 0.123
H 1.375205 3.506805 0.676295 -0.215 0.204 0.172
H -0.569881 3.368946 3.782832 -0.045 -0.283 -0.145
H -1.283424 1.757504 4.012146 -0.008 0.313 -0.119
H -2.048587 2.936637 2.908084 0.247 -0.072 0.183
H -2.599650 -3.027902 3.388287 -0.299 -0.290 -0.168
H -1.626458 -3.313429 1.880521 -0.227 -0.138 0.257
H -3.256955 -2.649002 1.721194 0.007 -0.145 0.218
H -3.801038 -0.568855 3.487784 0.489 -0.014 -0.386
H -3.797831 0.061604 1.817107 0.352 -0.351 0.280
H -3.039471 0.991726 3.109208 0.195 -0.360 -0.086
H -1.175904 -1.759756 4.729630 0.166 0.406 -0.098
H -0.610424 -0.035793 4.521696 -0.142 -0.561 -0.112
H 0.305238 -1.381204 3.799706 -0.231 -0.080 0.186
C 0.255784 -3.106222 -1.190653 1.275 -0.841 -0.121
C 0.870797 -3.961477 -0.227593 -0.116 0.408 0.390
C 2.247332 -4.137815 -0.293239 0.439 0.036 -0.465
C 3.013772 -3.560167 -1.333404 0.104 0.249 0.295
C 2.369612 -2.919078 -2.398315 0.471 -0.140 -0.076
C 0.983435 -2.778389 -2.356920 -0.001 0.932 0.569
S -1.332323 -2.466643 -0.990056 -0.787 1.067 0.513
H -0.757850 -1.304403 1.405580 -1.013 1.027 0.605
H 0.282064 -4.462795 0.580113 0.501 0.668 -0.802
H 2.793554 -4.742667 0.432727 -0.400 0.152 -0.050
H 4.119735 -3.595226 -1.254713 -0.893 -0.169 -0.314
H 2.935162 -2.494025 -3.252007 -0.392 -0.523 0.616
H 0.450638 -2.278288 -3.164346 0.121 -0.086 0.060
C 4.916567 2.938225 -3.097702 0.266 -0.116 -0.115
C 3.700769 2.388490 -2.422257 0.370 0.122 -0.065
C 2.560975 3.178152 -2.264556 -0.859 -0.037 0.310
C 1.410223 2.626151 -1.721453 0.683 -0.557 0.030
N 1.375829 1.339375 -1.257401 1.016 0.323 -0.373
C 2.522097 0.592237 -1.320904 -0.219 0.900 -0.342
C 3.676544 1.088891 -1.914003 -0.260 -0.647 0.363
H 4.662506 3.357606 -4.077281 -0.030 -0.039 0.170
H 5.363258 3.745888 -2.507969 -0.128 -0.056 -0.019
H 5.682429 2.171159 -3.245018 -0.171 0.127 0.052
H 2.556557 4.227868 -2.548774 0.016 -0.232 -0.142
H 0.498955 3.214785 -1.620867 0.142 -0.186 -0.065
H 2.479100 -0.419882 -0.893720 0.092 0.267 -0.263
H 4.561926 0.454536 -1.971336 -0.244 0.189 -0.006
```
Forces are in eV/Å.

The highest occupied orbital energy (spin up / spin down) is -15.270 / -15.288 eV. For the max |F|, the calculation gives 2.4 eV/Å. For the energy, the calculation gives -82634.35314 eV. As for the multiplicity: 6. The calculation puts the HOMO-LUMO gap (spin up / spin down) at 4.61 / 5.42 eV. The energy relative to the best compared isomer or geometry (same formula, charge and spin) comes out at 0.899 eV. The charge is +3. Its expectation value of S² is 8.9872.

Entry 3:
# C12H23F3MgNO5P2S

A structure of composition C12H23F3MgNO5P2S at a distorted geometry (ωB97M-V/def2-TZVPD, the Open Molecules 2025 dataset).

Structure (XYZ):
```
48
Properties=species:S:1:pos:R:3:forces:R:3
Mg -0.263763 -0.107600 0.949396 -1.710 0.861 -0.482
P -2.629186 0.057712 0.151170 0.574 -0.030 -0.530
C -2.296047 0.380198 -1.564620 0.636 1.420 0.070
C -1.015382 0.993205 -1.896270 -1.323 -1.016 0.694
N 0.063071 0.813044 -1.062683 0.501 -0.991 0.798
C 1.305680 1.120145 -1.472222 -0.387 0.843 -1.388
C 1.499996 1.804313 -2.675083 1.600 -0.597 1.228
C 0.415239 2.103449 -3.485547 -1.178 0.354 -0.523
C -0.845374 1.681524 -3.115812 0.607 0.476 -0.376
C 2.505784 0.765390 -0.587688 -0.719 0.452 -0.111
P 2.503231 -0.881954 0.172679 0.267 0.332 -0.471
H -1.733034 1.895343 -3.712701 0.366 -0.096 0.097
H 2.517147 2.122112 -2.921402 -0.403 -0.140 -0.136
H 0.551768 2.692069 -4.406059 -0.025 -0.404 0.507
H 3.422368 0.786884 -1.201703 -0.225 0.069 0.319
H 2.595415 1.491835 0.240489 0.032 -0.242 -0.251
H -2.219118 -1.088135 -2.366708 0.475 -0.740 0.166
H -3.138879 0.673868 -2.199919 0.214 0.213 0.135
H -0.822269 -2.219182 -1.504530 0.083 -0.121 0.961
O -1.920399 -2.066802 -2.554358 -0.465 0.255 -0.658
H -2.160714 -2.297949 -3.462715 0.221 -0.024 0.274
H 1.198214 -1.373937 0.509616 0.904 0.103 -0.069
O -0.384606 -2.286876 -0.568509 0.372 -0.405 -0.114
H -0.465905 -3.225598 -0.309699 -0.112 0.680 -0.202
C 3.061887 -2.118857 -0.988460 -0.192 -0.126 0.092
H 4.058522 -1.852222 -1.361961 -0.245 -0.088 0.086
H 3.087076 -3.079532 -0.458497 0.063 0.129 -0.277
H 2.328622 -2.159269 -1.802380 0.205 -0.070 0.090
C 3.578103 -0.766481 1.586243 0.045 -0.264 0.369
H 3.547622 -1.697251 2.159734 0.094 0.118 -0.034
H 4.597452 -0.597253 1.216764 -0.191 -0.011 0.073
H 3.272974 0.061803 2.233133 0.037 -0.114 -0.149
C -3.391327 1.497152 0.964160 -0.326 -0.026 0.144
H -4.384756 1.701072 0.546108 0.189 0.101 0.149
H -3.472155 1.263443 2.034957 -0.117 0.125 -0.220
H -2.751006 2.382402 0.864692 -0.134 -0.208 -0.078
C -3.895925 -1.235262 0.165596 -0.081 -0.150 0.343
H -4.064617 -1.523601 1.213409 -0.167 0.014 -0.345
H -4.826290 -0.856465 -0.278481 0.178 -0.201 0.119
H -3.529892 -2.107205 -0.393881 -0.153 0.303 0.141
F 0.536009 0.379982 5.721494 0.584 0.334 -1.195
C 1.117799 0.655538 4.537551 0.146 -0.111 0.899
F 2.076300 1.589711 4.703408 -0.822 -0.759 -0.162
F 1.718184 -0.486761 4.089323 -0.444 0.794 0.103
S -0.165057 1.247958 3.310371 -0.695 -0.541 -0.162
O -0.939804 0.009962 2.951859 1.048 0.821 0.426
O -0.887989 2.311787 3.941972 0.817 -0.850 -0.599
O 0.645041 1.546300 2.087783 -0.145 -0.470 0.249
```
Forces are in eV/Å.

The highest occupied orbital energy is -9.910 eV. For the max |F|, the calculation gives 2.1 eV/Å. For the energy, the calculation gives -67551.19696 eV. The calculation puts the HOMO-LUMO gap at 6.80 eV. The energy relative to the best compared isomer or geometry (same formula, charge and spin) comes out at 1.432 eV. The charge is +1.

Entry 4:
# C9H12S2

The molecule C9H12S2 at a distorted geometry (ωB97M-V/def2-TZVPD, the Open Molecules 2025 dataset).

Structure (XYZ):
```
23
Properties=species:S:1:pos:R:3:forces:R:3
C 1.370248 -0.946257 -1.335235 -1.722 1.348 1.616
C 1.652363 0.475172 -0.781838 -3.663 0.173 0.754
S 3.374484 0.831775 -0.604981 0.900 1.517 -2.480
C 0.887578 0.693155 0.682780 2.010 1.050 1.049
S 1.033680 2.591358 0.930975 -0.098 -0.415 0.317
C -0.592432 0.358512 0.807711 2.012 -1.157 -0.064
C -0.959967 -0.734648 1.623990 -0.904 2.543 -1.433
C -2.288195 -1.038005 1.627530 -2.034 -1.383 0.740
C -3.270595 -0.383752 0.850112 0.230 -1.845 1.389
C -2.826139 0.688191 0.143605 1.034 -0.002 -0.832
C -1.462013 1.066010 0.051139 -0.944 -0.507 0.163
H 1.043917 -0.855577 -2.330456 -0.583 -0.009 -1.353
H 2.182461 -1.595033 -1.341866 1.585 -0.971 0.342
H 0.550105 -1.368477 -0.720655 0.363 -0.094 -0.573
H 1.014311 1.238997 -1.418993 1.834 -1.282 0.992
H 3.545527 1.443651 -1.940758 -0.199 -1.093 2.390
H 1.433631 0.235225 1.598924 -0.555 0.530 -1.832
H 1.853289 2.741750 1.997493 -0.128 -0.458 -0.330
H -0.181014 -1.016024 2.251089 0.787 -1.492 1.195
H -2.773430 -1.810568 2.224948 0.918 -0.209 0.263
H -4.336127 -0.878284 0.885969 2.148 1.685 -0.356
H -3.556780 1.055583 -0.466088 -1.535 1.848 -1.734
H -0.920422 1.807850 -0.543772 -1.455 0.223 -0.223
```
Forces are in eV/Å.

The highest occupied orbital energy is -8.495 eV. For the max |F|, the calculation gives 3.7 eV/Å. For the energy, the calculation gives -31195.95040 eV. The calculation puts the HOMO-LUMO gap at 9.17 eV. The energy relative to the best compared isomer or geometry (same formula, charge and spin) comes out at 2.150 eV. Its structure (SMILES) is C[C@H](S)[C@@H](S)c1ccccc1.